{
  "formula": "C22H26AuClMnNP",
  "method": "ωB97M-V with the def2-TZVPD basis set",
  "orbital_gap_ev": [2.7, 5.6],
  "e_tot_ha": -2996.644515,
  "s2": 15.84,
  "e_above_lowest_kj_mol": 0.00,
  "largest_force_ev_per_a": 6.7,
  "charge": -2,
  "spin_multiplicity": 8,
  "homo_energy_ev": [2.26, -1.91],
  "species": ["Au", "Cl", "C", "C", "H", "H", "H", "H", "H", "H", "Mn", "C", "C", "H", "H", "H", "H", "H", "N", "P", "C", "C", "C", "C", "C", "C", "C", "C", "C", "C", "C", "C", "C", "C", "C", "C", "C", "C", "H", "H", "H", "H", "H", "H", "H", "H", "H", "H", "H", "H", "H", "H", "H"],
  "coordinates": [[1.09046, 0.40442, -2.47604], [-0.83868, 2.60604, -0.77262], [-0.10621, -0.55802, -3.87439], [2.59811, 1.84226, -2.49364], [0.53463, -0.68393, -4.75914], [-0.45161, -1.51086, -3.46684], [-0.93133, 0.14316, -4.06913], [3.16622, 1.64812, -3.41571], [3.21550, 1.74345, -1.59446], [2.06767, 2.80599, -2.52880], [-0.31707, 0.59357, 0.02236], [0.88654, 0.99083, 1.45031], [0.81821, -0.73442, -0.64752], [1.83174, 0.45579, 1.27498], [1.03617, 2.08591, 1.36648], [0.40495, 0.70605, 2.40447], [1.84203, -0.85079, -0.22096], [0.23708, -1.68634, -0.72917], [-1.76582, -0.21594, 0.50395], [-2.49501, -0.74666, 1.85341], [-1.88006, -2.35183, 2.37378], [-2.75273, -3.44161, 2.62372], [-2.23276, -4.71931, 2.86743], [-0.84862, -4.92687, 2.85427], [0.01411, -3.84840, 2.65837], [-0.49124, -2.56009, 2.46009], [-2.27888, 0.55041, 3.08882], [-2.20037, 1.87970, 2.65881], [-2.13803, 2.91691, 3.59166], [-2.19450, 2.61666, 4.95644], [-2.28167, 1.28827, 5.39084], [-2.28745, 0.24298, 4.46158], [-4.28981, -0.87190, 1.71738], [-5.06153, -1.16047, 2.86639], [-6.45441, -1.22716, 2.77835], [-7.07516, -0.97592, 1.54720], [-6.31809, -0.64648, 0.41332], [-4.92016, -0.59416, 0.50048], [-3.83848, -3.29402, 2.63518], [-2.91759, -5.55252, 3.04527], [-0.45448, -5.93315, 2.97294], [1.09181, -3.99773, 2.64940], [0.18297, -1.70475, 2.36713], [-2.13782, 2.11436, 1.59294], [-2.05383, 3.94777, 3.23808], [-2.15781, 3.42543, 5.68849], [-2.34962, 1.05324, 6.45760], [-2.31387, -0.80211, 4.78730], [-4.57111, -1.33381, 3.82855], [-7.04300, -1.47166, 3.67458], [-8.16382, -1.03628, 1.48312], [-6.81489, -0.42553, -0.53780], [-4.30970, -0.32942, -0.36328]],
  "atomic_forces_ev_per_a": [[0.0, -0.5, 0.8], [-0.4, 1.8, -0.8], [-0.1, 0.4, -1.4], [0.4, 0.6, -0.8], [-0.5, -0.2, 0.1], [0.1, 0.2, 0.1], [0.2, -0.4, 0.0], [0.0, 0.3, 0.4], [-0.2, -0.1, -0.1], [0.2, -0.3, 0.1], [0.5, 2.0, -0.5], [1.5, 0.7, 1.0], [2.0, -2.4, -0.2], [0.0, 0.3, 0.6], [0.1, -0.4, 0.4], [0.4, 0.2, -0.3], [-0.6, -0.5, -0.4], [0.8, 0.4, -0.2], [-4.8, -3.2, 3.3], [-0.4, 2.3, -4.4], [0.2, -1.1, 1.2], [0.4, 0.1, -0.1], [0.1, 0.3, -0.1], [-0.2, 0.2, -0.1], [-0.1, 0.2, 0.0], [-0.4, -0.1, 0.0], [0.3, -0.7, 1.0], [0.1, 0.5, 0.2], [-0.1, -0.5, -0.2], [0.0, -0.1, 0.3], [0.1, 0.0, -0.1], [-0.2, 0.6, -0.1], [2.1, -0.3, 0.4], [-1.4, -0.3, 1.0], [0.9, 0.0, 0.1], [-1.4, -0.3, 0.7], [1.7, 0.3, -0.7], [-1.6, 0.2, -0.8], [0.5, 0.1, -0.2], [0.2, 0.2, 0.0], [0.0, 0.1, 0.1], [-0.1, 0.0, 0.0], [-0.2, -0.3, -0.2], [-0.1, -0.2, 0.3], [0.0, -0.3, 0.2], [0.0, -0.2, -0.1], [0.1, 0.2, -0.3], [0.0, 0.4, -0.1], [-0.2, 0.1, -0.2], [0.2, 0.1, -0.4], [0.2, 0.0, 0.0], [0.2, -0.1, 0.3], [-0.1, -0.1, 0.2]],
  "lowdin_charge": [0.80, -0.12, -0.28, -0.26, -0.05, -0.02, -0.02, -0.04, -0.01, -0.02, 0.06, -0.28, -0.40, -0.03, -0.02, -0.01, -0.04, -0.02, -0.37, 0.76, -0.27, -0.07, -0.11, -0.13, -0.11, -0.08, -0.30, -0.09, -0.10, -0.14, -0.13, -0.11, -0.36, -0.18, -0.17, -0.21, -0.17, -0.13, 0.09, 0.09, 0.08, 0.09, 0.10, 0.05, 0.10, 0.08, 0.08, 0.09, 0.07, 0.08, 0.05, 0.07, 0.08]
}


{
  "formula": "C3H5BrINO4",
  "method": "ωB97M-V with the def2-TZVPD basis set",
  "orbital_gap_ev": [8.6, 8.6],
  "e_tot_ha": -3344.561686,
  "e_above_lowest_kj_mol": 139.98,
  "largest_force_ev_per_a": 6.6,
  "homo_energy_ev": [-9.06, -9.06],
  "species": ["C", "C", "C", "N", "O", "O", "O", "O", "Br", "I", "H", "H", "H", "H", "H"],
  "coordinates": [[-0.81597, 1.08588, -0.04928], [0.49130, 0.38603, 0.04959], [0.74714, -1.15632, -0.10638], [1.50365, 1.34030, -1.59578], [0.83115, 2.22312, -1.90169], [2.54840, 0.88239, -1.90510], [-0.01831, -1.80206, 0.76730], [1.94488, -1.61814, 0.05016], [1.57346, 0.91792, 1.46382], [-0.03864, -1.51546, -2.19952], [-1.10049, 1.07598, -1.11727], [-1.54570, 0.65632, 0.58835], [-0.72898, 2.00191, 0.37268], [0.47795, -2.51823, 1.05875], [2.63151, -1.23115, -0.61291]],
  "atomic_forces_ev_per_a": [[0.5, -2.7, -1.9], [2.0, 0.1, -1.8], [-2.9, 2.3, -1.4], [-1.8, -4.2, 4.8], [-0.7, 3.0, -2.1], [1.3, 0.3, -0.9], [-2.8, 1.6, 0.1], [5.0, 0.3, -1.9], [0.5, 0.7, 1.1], [0.0, -0.4, -0.2], [-0.3, 0.2, 0.7], [-0.9, -1.2, 0.3], [0.6, 3.2, 0.6], [1.3, -2.4, 1.0], [-1.8, -0.7, 1.5]],
  "lowdin_charge": [-0.14, -0.71, -1.08, -0.37, 0.10, 0.05, 0.02, -0.04, 0.89, 0.82, 0.07, 0.09, 0.04, 0.09, 0.17]
}


{
  "formula": "C52H40AsBrF4N5OPSeY",
  "method": "ωB97M-V with the def2-TZVPD basis set",
  "orbital_gap_ev": 7.5,
  "e_tot_ha": -10344.231007,
  "e_above_lowest_kj_mol": 75.63,
  "largest_force_ev_per_a": 2.1,
  "charge": 3,
  "homo_energy_ev": -15.67,
  "species": ["Y", "F", "C", "C", "F", "C", "F", "C", "P", "C", "C", "C", "C", "C", "C", "C", "C", "C", "C", "C", "C", "C", "Br", "C", "F", "H", "H", "H", "H", "H", "H", "H", "H", "H", "H", "Se", "N", "C", "C", "C", "C", "C", "N", "C", "C", "N", "C", "C", "C", "C", "C", "N", "H", "H", "H", "H", "H", "H", "C", "C", "C", "C", "C", "C", "As", "C", "C", "C", "C", "C", "C", "C", "C", "C", "C", "C", "C", "H", "H", "H", "H", "H", "H", "H", "H", "H", "H", "H", "H", "H", "H", "H", "C", "N", "C", "C", "C", "O", "H", "H", "H", "H", "H", "H", "H", "H", "H"],
  "coordinates": [[0.85872, 0.34860, -0.40296], [5.90422, -3.26601, 4.31454], [4.75635, -2.83953, 3.83911], [3.63445, -2.80624, 4.63795], [3.71331, -3.21075, 5.88816], [2.42229, -2.36490, 4.12580], [1.38641, -2.43887, 4.95534], [2.29581, -1.91074, 2.81948], [0.72408, -1.36808, 2.05429], [-0.26422, -0.69431, 3.40987], [-1.60135, -1.03339, 3.59761], [-2.31389, -0.47305, 4.65444], [-1.69350, 0.40774, 5.52775], [-0.35726, 0.74964, 5.34008], [0.34921, 0.21230, 4.27859], [0.04151, -2.97416, 1.53927], [-0.47279, -3.89918, 2.44942], [-0.84152, -5.16505, 2.01764], [-0.68737, -5.52792, 0.68208], [-0.16393, -4.62240, -0.22933], [0.19545, -3.35661, 0.21096], [3.44723, -1.99333, 2.03872], [3.44192, -1.61810, 0.18622], [4.65538, -2.44223, 2.51757], [5.72702, -2.51687, 1.74044], [-2.09140, -1.74600, 2.94659], [-3.35211, -0.74773, 4.80525], [-2.24445, 0.81975, 6.36437], [0.13278, 1.42291, 6.03350], [1.39706, 0.47047, 4.15331], [-0.58111, -3.63742, 3.49663], [-1.24084, -5.87824, 2.72874], [-0.96701, -6.52154, 0.35576], [-0.03465, -4.89953, -1.26892], [0.64084, -2.67940, -0.51017], [4.69157, 2.32691, -7.26757], [5.21882, 2.16979, -5.58099], [4.13501, 1.90914, -4.89941], [4.13228, 1.70966, -3.44969], [5.28827, 1.85137, -2.68015], [5.21712, 1.69575, -1.31239], [3.99585, 1.35673, -0.75940], [2.88755, 1.17499, -1.48723], [2.93889, 1.38662, -2.81944], [1.66868, 1.31456, -3.56011], [0.53272, 1.05853, -2.85095], [-0.62435, 1.08158, -3.51885], [-0.72185, 1.32524, -4.88242], [0.42481, 1.55060, -5.59699], [1.64936, 1.55489, -4.92478], [2.90926, 1.82897, -5.62722], [2.97825, 2.02257, -6.91725], [6.21953, 2.10056, -3.17710], [6.08453, 1.82001, -0.67666], [3.90201, 1.22568, 0.31018], [-1.52141, 0.89855, -2.95823], [-1.69586, 1.32834, -5.35314], [0.41008, 1.73921, -6.66474], [-5.03770, -2.57760, 2.19457], [-4.93546, -1.19317, 2.14502], [-3.99101, -0.59500, 1.32081], [-3.15839, -1.39399, 0.54672], [-3.25540, -2.77828, 0.58719], [-4.19945, -3.36788, 1.41558], [-1.84979, -0.56093, -0.58582], [-2.67847, 1.13896, -0.95961], [-1.93636, 2.28625, -0.69659], [-2.44628, 3.54840, -0.97412], [-3.71856, 3.65692, -1.51782], [-4.47113, 2.51452, -1.77755], [-3.95657, 1.25787, -1.49788], [-1.96934, -1.61943, -2.20096], [-3.20796, -2.02254, -2.69029], [-3.27954, -2.79078, -3.84489], [-2.11892, -3.17224, -4.50870], [-0.87605, -2.79127, -4.01625], [-0.81166, -2.01962, -2.86411], [-5.77929, -3.04302, 2.83214], [-5.59679, -0.57647, 2.74126], [-3.91497, 0.48233, 1.29420], [-2.61858, -3.39990, -0.02548], [-4.28704, -4.44704, 1.44392], [-0.94318, 2.23119, -0.25991], [-1.86383, 4.43837, -0.76756], [-4.13136, 4.63375, -1.73663], [-5.46714, 2.60521, -2.19387], [-4.55912, 0.38180, -1.69091], [-4.11843, -1.76985, -2.16524], [-4.24596, -3.10403, -4.22033], [-2.18218, -3.78038, -5.40373], [0.03085, -3.10053, -4.52212], [0.17182, -1.73784, -2.50296], [1.57362, 5.61606, 1.88512], [1.59979, 4.34851, 1.12052], [2.29158, 4.39644, -0.16958], [0.99998, 3.27712, 1.58031], [0.20313, 3.37149, 2.84286], [1.05449, 2.14100, 0.99076], [2.22570, 6.31951, 1.37774], [1.94723, 5.46577, 2.89478], [0.56920, 6.03487, 1.92316], [1.94275, 5.27080, -0.71524], [2.07799, 3.50683, -0.74194], [3.36652, 4.48814, -0.01934], [-0.54202, 4.16541, 2.76992], [0.84517, 3.61035, 3.69427], [-0.28964, 2.42387, 3.02497]],
  "atomic_forces_ev_per_a": [[1.4, 1.3, 0.9], [0.0, 0.0, 0.0], [0.3, -0.1, 0.1], [0.0, -0.1, 0.2], [-0.1, 0.0, 0.0], [-0.1, -0.1, 0.2], [-0.1, 0.1, -0.1], [0.0, 0.0, 0.0], [-0.2, -0.3, -0.2], [0.0, 0.0, 0.1], [0.0, 0.0, 0.1], [0.0, 0.0, 0.0], [0.0, 0.0, 0.0], [-0.1, 0.0, 0.0], [0.0, 0.0, 0.0], [0.0, -0.1, 0.2], [-0.1, 0.0, 0.1], [0.0, 0.0, 0.0], [0.0, 0.0, 0.0], [-0.1, 0.0, 0.1], [0.0, 0.0, -0.2], [0.0, 0.0, -0.1], [-0.3, 0.1, -0.4], [0.2, 0.0, 0.0], [-0.1, 0.0, 0.0], [0.0, 0.0, 0.0], [0.1, 0.0, 0.0], [0.0, 0.0, 0.0], [0.0, 0.0, 0.0], [0.0, 0.0, 0.0], [0.0, 0.0, -0.1], [0.0, 0.0, 0.0], [0.0, 0.0, 0.0], [0.0, 0.0, 0.1], [0.0, 0.1, 0.0], [0.2, 0.1, -0.4], [-0.3, 0.0, -0.3], [-0.1, -0.1, 0.6], [0.2, 0.1, -0.4], [0.1, 0.0, -0.1], [0.1, 0.0, 0.0], [-0.1, 0.1, -0.1], [-0.1, 0.0, 0.3], [-0.4, -0.1, 0.2], [0.1, -0.1, 0.4], [0.1, -0.1, 0.2], [0.2, 0.0, 0.0], [-0.1, 0.0, 0.0], [0.1, 0.0, -0.2], [0.3, 0.1, -0.4], [-0.4, -0.1, 0.4], [0.3, 0.0, 0.0], [0.0, 0.0, 0.0], [0.0, 0.0, -0.1], [0.0, 0.0, 0.0], [-0.1, 0.0, 0.1], [0.0, 0.0, 0.0], [0.0, 0.0, 0.1], [0.0, 0.0, 0.0], [0.0, 0.0, 0.0], [-0.1, -0.1, 0.1], [0.1, 0.1, 0.1], [-0.1, -0.1, 0.1], [0.0, 0.0, 0.0], [-0.6, -0.3, -0.2], [0.0, 0.1, 0.0], [-0.1, 0.1, -0.1], [-0.1, -0.1, 0.0], [0.0, 0.0, 0.0], [0.0, 0.1, 0.0], [0.0, 0.1, 0.0], [0.0, -0.1, 0.0], [0.1, -0.1, -0.1], [0.0, 0.0, 0.0], [0.0, 0.0, 0.0], [-0.1, 0.0, 0.0], [-0.1, 0.0, -0.1], [0.0, 0.0, 0.0], [0.0, 0.0, 0.0], [0.0, 0.1, 0.0], [0.1, 0.0, 0.0], [0.0, 0.0, 0.0], [0.0, 0.0, 0.1], [0.0, 0.0, 0.0], [0.0, 0.0, 0.0], [0.1, 0.0, 0.0], [0.0, 0.0, 0.0], [0.0, 0.0, 0.0], [0.0, 0.0, 0.0], [0.0, 0.0, 0.1], [0.0, 0.0, 0.0], [0.1, 0.1, 0.1], [0.1, -0.1, -0.1], [0.0, 0.2, 0.0], [0.0, 0.1, 0.2], [-0.2, -0.2, 0.3], [0.0, 0.1, 0.0], [0.1, -0.7, -1.1], [0.0, 0.0, 0.0], [0.0, 0.0, 0.0], [0.0, 0.0, 0.0], [0.0, 0.0, 0.0], [0.0, -0.2, -0.1], [0.0, 0.0, 0.0], [0.0, 0.0, 0.0], [0.0, 0.0, 0.0], [0.0, 0.0, 0.0]],
  "lowdin_charge": [1.34, 0.19, -0.12, -0.12, 0.18, -0.20, 0.13, -0.29, 1.01, -0.38, -0.08, -0.04, -0.04, -0.06, -0.13, -0.38, -0.07, -0.04, -0.04, -0.06, -0.17, -0.54, 0.95, -0.26, 0.11, 0.08, 0.12, 0.12, 0.12, 0.12, 0.12, 0.12, 0.12, 0.12, 0.03, 1.25, -0.19, -0.35, -0.06, 0.06, 0.00, -0.20, -0.05, -0.14, -0.14, 0.03, -0.11, 0.01, 0.06, -0.06, -0.34, -0.20, 0.14, 0.13, 0.09, 0.07, 0.13, 0.14, -0.04, -0.06, -0.11, -0.40, -0.11, -0.05, 1.29, -0.43, -0.16, -0.06, -0.04, -0.03, -0.08, -0.39, -0.09, -0.04, -0.04, -0.06, -0.17, 0.12, 0.12, 0.11, 0.10, 0.12, 0.04, 0.11, 0.12, 0.12, 0.11, 0.10, 0.12, 0.12, 0.12, 0.06, 0.01, -0.10, 0.01, -0.43, 0.04, -0.20, 0.10, 0.11, 0.11, 0.11, 0.06, 0.11, 0.11, 0.11, 0.07]
}